(w)
{"formula": "C6H10", "method": "ωB97M-V/def2-TZVPD", "symbols": ["C", "C", "C", "C", "C", "C", "H", "H", "H", "H", "H", "H", "H", "H", "H", "H"], "coordinates": [[0.113, 2.467, -1.436], [-0.575, 1.379, -0.591], [0.263, 0.109, -0.308], [-0.178, -0.761, 0.589], [0.369, -2.054, 0.784], [0.148, -2.794, 1.936], [0.610, 3.249, -0.842], [-0.561, 2.853, -2.202], [0.891, 1.924, -2.110], [-1.345, 0.965, -1.313], [-0.999, 1.793, 0.331], [1.162, -0.145, -0.835], [-1.097, -0.429, 1.138], [1.064, -2.312, -0.020], [-0.454, -2.483, 2.789], [0.590, -3.762, 2.089]], "mulliken_charge": [-1.03, -0.16, -0.53, -0.36, -0.31, -1.05, 0.30, 0.33, 0.20, 0.09, 0.30, 0.25, 0.18, 0.26, 0.25, 0.27], "total_charge": -1, "spin_multiplicity": 2, "lumo_energy_ev": [4.202, 4.085]}


(x)
{"formula": "C6H10", "method": "ωB97M-V/def2-TZVPD", "symbols": ["C", "C", "C", "C", "C", "C", "H", "H", "H", "H", "H", "H", "H", "H", "H", "H"], "coordinates": [[2.225, -0.190, 0.949], [1.419, -0.391, -1.142], [0.895, -0.555, 0.284], [-0.527, -0.082, 0.495], [-1.377, 0.648, -0.315], [-2.761, 0.714, -0.060], [2.288, -1.002, -1.348], [2.099, 0.738, 1.525], [2.622, -0.996, 1.576], [0.548, -0.751, -1.836], [1.647, 0.625, -1.494], [0.424, -1.553, 0.341], [-0.980, -0.455, 1.436], [-1.069, 1.113, -1.261], [-3.194, -0.125, 0.491], [-3.414, 1.397, -0.560]], "mulliken_charge": [-0.92, -1.38, 0.49, -1.00, 0.30, -1.03, 0.43, 0.17, 0.10, 0.31, 0.27, 0.09, 0.29, 0.36, 0.22, 0.29], "total_charge": -1, "spin_multiplicity": 2, "lumo_energy_ev": [4.223, 3.819]}


Which structure is the most stable? The one labeled (w).


(w)
{"formula": "C4H4ClN", "method": "ωB97M-V/def2-TZVPD", "symbols": ["Cl", "C", "C", "C", "N", "C", "H", "H", "H", "H"], "coordinates": [[-2.936, -0.394, 0.117], [-1.271, -0.078, -0.040], [0.146, -1.158, 0.123], [1.218, -0.208, -0.013], [0.691, 1.145, 0.002], [-0.610, 1.157, 0.078], [0.369, -2.191, 0.037], [2.075, -0.083, 0.689], [1.507, -0.382, -1.037], [-1.189, 2.193, 0.044]], "mulliken_charge": [-0.16, 0.14, -0.43, -0.22, -0.54, -0.08, 0.39, 0.34, 0.26, 0.28], "lumo_energy_ev": [-0.162, -0.523], "smiles": "ClC1=CCN=C1"}


(x)
{"formula": "C4H4ClN", "method": "ωB97M-V/def2-TZVPD", "symbols": ["C", "C", "N", "C", "C", "Cl", "H", "H", "H", "H"], "coordinates": [[1.598, -0.225, 0.894], [0.299, -0.333, 0.921], [-0.793, -0.642, 1.809], [-1.063, -0.368, 0.527], [-2.073, 0.117, -0.423], [-3.691, 0.447, 0.420], [2.178, -0.809, 1.722], [2.195, 0.165, 0.108], [-2.334, -0.633, -1.197], [-1.911, 1.018, -0.869]], "mulliken_charge": [-0.76, 0.39, -0.48, 0.32, -0.34, -0.18, 0.19, 0.29, 0.26, 0.32], "lumo_energy_ev": 0.205, "smiles": "C=C1N=C1CCl"}


Which structure is the most stable? The one labeled (x).


(w)
{"formula": "H14LiO7", "method": "ωB97M-V/def2-TZVPD", "symbols": ["Li", "O", "H", "H", "O", "H", "H", "O", "H", "H", "O", "H", "H", "O", "H", "H", "O", "H", "H", "O", "H", "H"], "coordinates": [[0.040, 0.133, 0.030], [-1.433, 0.881, -0.610], [-1.696, 1.455, -1.329], [-2.253, 0.503, -0.292], [-0.673, -0.702, 1.173], [-0.645, -0.478, 2.103], [-1.435, -1.274, 1.087], [0.687, 1.653, -1.125], [1.244, 2.195, -0.566], [1.249, 1.414, -1.862], [1.530, -0.040, 0.291], [1.904, -0.889, 0.527], [2.033, 0.594, 0.803], [0.169, 1.296, 1.397], [-0.654, 1.659, 1.725], [0.846, 1.856, 1.776], [0.149, -0.746, -1.345], [0.713, -0.555, -2.095], [-0.638, -1.132, -1.729], [-0.661, -2.556, -0.251], [-0.389, -1.952, 0.440], [-0.086, -3.314, -0.146]], "mulliken_charge": [1.00, -0.49, 0.23, 0.25, -0.60, 0.25, 0.28, -0.50, 0.29, 0.29, -0.55, 0.23, 0.29, -0.51, 0.28, 0.22, -0.55, 0.21, 0.31, -0.69, 0.46, 0.30], "total_charge": 1, "lumo_energy_ev": -3.438}


(x)
{"formula": "H14LiO7", "method": "ωB97M-V/def2-TZVPD", "symbols": ["Li", "O", "H", "H", "O", "H", "H", "O", "H", "H", "O", "H", "H", "O", "H", "H", "O", "H", "H", "O", "H", "H"], "coordinates": [[40.677, 28.776, 51.976], [40.507, 26.129, 50.884], [40.057, 25.707, 51.594], [41.451, 25.737, 51.003], [38.653, 29.254, 49.157], [38.387, 30.176, 49.215], [39.564, 29.416, 49.326], [41.749, 27.898, 53.106], [41.466, 27.097, 53.781], [42.582, 28.150, 53.392], [41.177, 30.700, 52.633], [41.224, 31.610, 52.081], [40.673, 30.884, 53.562], [41.380, 29.253, 50.049], [41.844, 30.056, 50.237], [41.881, 28.521, 49.695], [38.448, 28.759, 54.508], [38.923, 28.638, 55.338], [38.639, 28.100, 54.004], [38.687, 28.473, 51.807], [37.948, 27.857, 51.758], [38.416, 28.780, 50.880]], "mulliken_charge": [1.05, -0.59, 0.28, 0.33, -0.70, 0.35, 0.36, -0.60, 0.31, 0.27, -0.70, 0.33, 0.35, -0.64, 0.31, 0.29, -0.53, 0.31, 0.22, -0.56, 0.30, 0.25], "total_charge": 1, "lumo_energy_ev": -3.617}


Which structure is the most stable? The one labeled (x).